{"formula": "C65H69N7OS3Zr", "method": "ωB97M-V/def2-TZVPD", "de_lowest_kj_mol": 37.3, "lumo_ev": -4.5367, "charge": 2, "orbital_gap_ev": 7.80, "elements": ["Zr", "C", "C", "C", "C", "C", "C", "C", "C", "C", "C", "C", "C", "C", "C", "C", "C", "C", "H", "H", "H", "H", "H", "H", "H", "H", "H", "H", "H", "H", "H", "H", "H", "H", "H", "H", "H", "H", "H", "H", "H", "H", "H", "H", "H", "H", "H", "O", "C", "N", "C", "C", "C", "C", "C", "C", "N", "C", "C", "C", "C", "C", "N", "H", "H", "H", "H", "H", "H", "H", "H", "H", "H", "N", "S", "N", "S", "N", "S", "N", "C", "C", "C", "C", "C", "C", "C", "C", "C", "C", "C", "C", "C", "C", "C", "C", "C", "C", "C", "C", "C", "C", "C", "C", "C", "C", "C", "C", "C", "C", "C", "C", "C", "C", "C", "C", "H", "H", "H", "H", "H", "H", "H", "H", "H", "H", "H", "H", "H", "H", "H", "H", "H", "H", "H", "H", "H", "H", "H", "H", "H", "H", "H", "H", "H", "H"], "positions_angstrom": [[-1.1960, -0.6901, -1.0596], [0.7964, -1.3190, -2.4570], [0.5490, -0.1809, -3.2672], [-0.7088, -0.4218, -3.9421], [-1.1985, -1.6498, -3.4453], [-0.2545, -2.2540, -2.5788], [-0.2184, -3.7463, -2.2743], [-1.4687, -4.1913, -1.5119], [1.0493, -4.1166, -1.5029], [-0.1813, -4.4843, -3.6235], [-1.3521, 0.2109, -5.1986], [-2.5237, -0.6484, -5.6969], [-0.3076, 0.1809, -6.3281], [-1.9131, 1.6305, -5.0634], [1.6741, 0.8436, -3.4687], [1.2252, 2.2578, -3.8296], [2.4959, 0.9493, -2.1779], [2.6351, 0.3120, -4.5498], [1.7038, -1.5015, -1.9017], [-2.0648, -2.1655, -3.8262], [-1.5254, -3.7357, -0.5172], [-1.4641, -5.2736, -1.3757], [-2.3837, -3.9277, -2.0475], [1.1545, -3.5362, -0.5839], [1.9393, -3.9509, -2.1117], [1.0229, -5.1757, -1.2426], [-1.1225, -4.3819, -4.1636], [-0.0030, -5.5488, -3.4652], [0.6168, -4.0965, -4.2569], [-2.2104, -1.6532, -5.9782], [-2.9455, -0.1764, -6.5834], [-3.3239, -0.7223, -4.9621], [0.2083, -0.7783, -6.3681], [0.4357, 0.9664, -6.2373], [-0.8162, 0.3286, -7.2818], [-2.8844, 1.6163, -4.5750], [-2.0668, 2.0441, -6.0611], [-1.2660, 2.3078, -4.5210], [0.5873, 2.6806, -3.0506], [0.6985, 2.3120, -4.7744], [2.1046, 2.8988, -3.9174], [1.8471, 1.1033, -1.3157], [3.1905, 1.7878, -2.2600], [3.0926, 0.0528, -2.0139], [2.2323, 0.3977, -5.5532], [2.8744, -0.7361, -4.3704], [3.5660, 0.8804, -4.5165], [-4.9714, -2.7829, -0.6280], [-3.9495, -2.2140, -0.2875], [-3.2618, -1.3063, -1.0447], [-4.0802, -0.7859, -2.1410], [-3.8207, 0.6839, -2.2594], [-4.8032, 1.5886, -2.6369], [-4.4932, 2.9351, -2.6971], [-3.1986, 3.3369, -2.3979], [-2.2740, 2.3767, -2.0454], [-2.5720, 1.0752, -1.9597], [-3.4222, -2.4017, 1.1079], [-3.9712, -3.3765, 1.9308], [-3.5811, -3.4081, 3.2588], [-2.6691, -2.4609, 3.7076], [-2.1500, -1.5571, 2.7973], [-2.5048, -1.5286, 1.5151], [-3.8441, -1.2751, -3.0916], [-5.1401, -0.9799, -1.9514], [-5.7983, 1.2295, -2.8573], [-5.2465, 3.6594, -2.9740], [-2.8999, 4.3733, -2.4504], [-1.2465, 2.6397, -1.8371], [-4.7049, -4.0537, 1.5182], [-3.9936, -4.1427, 3.9366], [-2.3502, -2.4304, 4.7398], [-1.4189, -0.8160, 3.1000], [0.1392, -1.5632, 0.4160], [1.0374, -1.6000, 1.5570], [1.0029, -0.3722, 2.6476], [1.5599, 1.0585, 2.7060], [1.2412, 2.1354, 1.6390], [-0.1427, 2.1867, 0.7625], [-0.3192, 1.1025, -0.1922], [-1.4422, 2.4150, 1.9420], [-2.5349, 1.5692, 1.8581], [-3.5555, 1.6986, 2.7929], [-3.4721, 2.6700, 3.7760], [-2.3772, 3.5295, 3.8338], [-1.3530, 3.4086, 2.9144], [0.0952, 3.7932, 0.0469], [1.3032, 4.0252, -0.6046], [1.4758, 5.2132, -1.2942], [0.4521, 6.1520, -1.3313], [-0.7504, 5.9028, -0.6895], [-0.9412, 4.7143, 0.0042], [1.0399, 1.6030, 4.3098], [1.5028, 2.8493, 4.7205], [1.1225, 3.3210, 5.9633], [0.2904, 2.5563, 6.7733], [-0.1539, 1.3133, 6.3518], [0.2290, 0.8169, 5.1117], [3.3256, 1.1298, 2.7935], [3.9540, 0.1702, 3.5774], [5.3347, 0.1798, 3.6594], [6.0631, 1.1448, 2.9754], [5.4185, 2.1051, 2.2092], [4.0343, 2.1070, 2.1090], [0.6622, -2.9032, 2.7005], [-0.0687, -3.9673, 2.2016], [-0.3830, -5.0229, 3.0484], [0.0301, -4.9975, 4.3698], [0.7652, -3.9216, 4.8589], [1.0893, -2.8667, 4.0233], [2.7564, -1.8193, 1.1758], [3.3789, -0.7991, 0.4704], [4.7040, -0.9449, 0.0966], [5.3864, -2.1127, 0.4080], [4.7436, -3.1421, 1.0813], [3.4183, -3.0057, 1.4703], [-2.5921, 0.8061, 1.0901], [-4.4107, 1.0388, 2.7466], [-4.2694, 2.7704, 4.4992], [-2.3294, 4.2965, 4.5933], [-0.5050, 4.0770, 2.9419], [2.0852, 3.2830, -0.5851], [2.4077, 5.4058, -1.8067], [0.5954, 7.0821, -1.8624], [-1.5441, 6.6352, -0.7214], [-1.8846, 4.5154, 0.4923], [2.1512, 3.4370, 4.0843], [1.4772, 4.2838, 6.3039], [-0.0012, 2.9291, 7.7452], [-0.7891, 0.7179, 6.9922], [-0.0795, -0.1614, 4.7835], [3.3768, -0.5743, 4.1068], [5.8432, -0.5641, 4.2551], [7.1414, 1.1503, 3.0459], [5.9931, 2.8557, 1.6855], [3.5170, 2.8370, 1.5073], [-0.3874, -3.9606, 1.1728], [-0.9538, -5.8598, 2.6718], [-0.2152, -5.8203, 5.0263], [1.0839, -3.9074, 5.8917], [1.6514, -2.0246, 4.3980], [2.8288, 0.0920, 0.1967], [5.2000, -0.1513, -0.4453], [6.4201, -2.2266, 0.1135], [5.2712, -4.0587, 1.3031], [2.9213, -3.8139, 1.9850]], "forces_ev_per_a": [[0.673, 0.692, -0.128], [0.153, -0.159, -0.179], [-0.199, -0.053, 0.172], [-0.220, 0.107, 0.190], [0.053, -0.179, -0.058], [0.165, -0.341, -0.172], [0.019, 0.015, -0.036], [-0.011, -0.017, 0.069], [-0.029, 0.024, 0.114], [-0.011, -0.038, 0.023], [0.063, -0.066, 0.052], [0.028, -0.029, 0.027], [-0.012, 0.000, -0.051], [0.038, -0.019, 0.005], [-0.067, -0.039, 0.008], [-0.025, 0.007, 0.072], [0.027, -0.001, -0.013], [0.023, 0.037, 0.025], [-0.058, 0.065, 0.053], [-0.031, 0.033, 0.075], [0.016, 0.031, -0.026], [-0.005, -0.041, -0.003], [0.024, -0.018, -0.005], [-0.032, -0.074, -0.099], [0.020, 0.021, -0.029], [0.004, -0.034, 0.003], [-0.029, 0.031, -0.007], [-0.011, -0.035, 0.015], [0.045, 0.013, 0.000], [0.026, -0.044, -0.005], [-0.014, 0.018, -0.032], [-0.043, 0.008, 0.018], [0.010, -0.055, 0.000], [0.011, 0.043, 0.032], [0.006, 0.016, -0.015], [-0.045, 0.008, 0.041], [0.000, 0.004, -0.037], [0.068, 0.058, 0.039], [-0.030, 0.006, 0.015], [-0.017, -0.025, -0.072], [0.025, 0.012, 0.006], [-0.017, 0.027, -0.014], [0.037, 0.019, -0.023], [-0.002, 0.010, -0.040], [-0.037, -0.022, -0.043], [0.024, -0.038, 0.030], [0.029, 0.043, -0.024], [0.096, 0.018, 0.077], [0.056, -0.037, -0.062], [-0.273, 0.030, -0.200], [-0.115, -0.101, 0.011], [0.045, 0.010, -0.046], [0.050, -0.034, 0.006], [0.050, -0.018, 0.015], [-0.026, -0.047, -0.015], [0.050, 0.006, -0.022], [-0.210, 0.004, 0.245], [0.025, -0.065, 0.003], [0.022, 0.050, 0.018], [0.033, 0.087, -0.022], [-0.043, -0.029, -0.066], [0.050, 0.067, 0.052], [-0.118, 0.019, -0.199], [-0.055, 0.037, 0.039], [0.144, 0.023, 0.006], [-0.028, -0.004, -0.011], [-0.026, 0.022, -0.010], [0.004, 0.037, -0.003], [-0.094, -0.020, 0.002], [-0.015, -0.009, 0.000], [-0.007, -0.017, 0.019], [-0.009, -0.008, 0.045], [-0.017, -0.025, 0.021], [0.016, -0.108, -0.188], [-0.242, 0.063, 0.132], [0.117, 0.182, -0.019], [0.033, 0.001, -0.009], [-0.030, 0.035, -0.012], [0.292, -0.078, 0.136], [-0.481, 0.022, -0.090], [-0.126, -0.034, 0.034], [-0.023, 0.063, -0.027], [0.068, -0.002, -0.041], [-0.001, 0.021, 0.007], [-0.009, -0.010, 0.007], [-0.031, -0.093, 0.020], [0.121, 0.037, -0.027], [-0.135, 0.113, 0.006], [-0.007, -0.035, 0.025], [0.032, 0.008, -0.009], [-0.021, -0.054, 0.065], [0.035, 0.016, -0.065], [0.010, 0.021, 0.038], [-0.057, -0.038, -0.016], [-0.010, 0.037, -0.006], [-0.004, 0.003, 0.000], [0.018, -0.041, -0.061], [0.046, 0.131, 0.058], [0.043, 0.013, 0.043], [0.010, 0.086, -0.004], [-0.033, -0.023, 0.002], [-0.006, 0.022, -0.028], [-0.054, -0.002, 0.002], [0.071, -0.143, 0.043], [0.091, -0.122, 0.034], [0.098, -0.102, 0.089], [0.019, 0.065, -0.105], [0.035, 0.011, 0.050], [-0.032, -0.004, -0.039], [-0.046, -0.039, -0.009], [0.054, -0.152, -0.096], [-0.015, -0.033, -0.019], [-0.058, 0.006, 0.016], [-0.011, -0.055, 0.041], [0.007, 0.025, 0.002], [0.013, 0.137, 0.007], [0.006, 0.121, 0.077], [-0.024, -0.024, -0.008], [-0.024, 0.012, 0.027], [0.006, 0.031, 0.036], [0.092, 0.036, 0.015], [0.078, -0.075, 0.023], [0.031, 0.012, -0.006], [-0.001, 0.030, -0.032], [-0.038, 0.029, 0.003], [-0.028, -0.001, 0.021], [0.018, 0.023, -0.039], [0.008, 0.010, 0.003], [-0.010, 0.014, 0.022], [-0.018, -0.016, 0.015], [-0.074, -0.098, -0.058], [-0.033, -0.049, 0.027], [0.015, -0.028, 0.032], [0.042, 0.000, -0.002], [0.014, 0.031, -0.013], [-0.048, 0.062, -0.038], [-0.048, -0.010, -0.091], [-0.022, -0.023, -0.019], [-0.012, -0.027, 0.026], [0.017, -0.003, 0.027], [0.025, 0.024, 0.011], [-0.005, -0.011, 0.059], [0.010, 0.027, -0.024], [0.033, -0.011, -0.016], [0.017, -0.026, 0.003], [-0.053, -0.030, 0.053]]}